(1)
Formula: C25H33ClCoN4O2
Source: OMol25
Level of theory: wB97M-V/def2-TZVPD

CARTESIAN COORDINATES (ANGSTROEM)
Co: 0.29 -0.05 1.10
C: -4.30 -2.37 -0.85
C: -3.89 -1.63 0.43
C: -4.72 -0.35 0.61
C: -4.02 -2.53 1.66
C: -2.48 -1.24 0.31
N: -1.38 -0.95 0.21
H: -5.35 -2.66 -0.76
H: -3.71 -3.26 -1.00
H: -4.20 -1.73 -1.73
H: -5.77 -0.62 0.71
H: -4.61 0.32 -0.24
H: -4.41 0.18 1.52
H: -5.07 -2.80 1.78
H: -3.68 -2.01 2.55
H: -3.44 -3.45 1.53
Cl: -3.58 2.77 2.64
C: -2.34 2.03 3.71
C: -1.63 0.91 2.95
O: -2.05 -0.25 3.07
O: -0.65 1.29 2.24
H: -2.86 1.64 4.58
H: -1.64 2.82 3.98
C: 4.45 4.69 1.33
C: 3.18 4.06 0.82
C: 2.10 4.85 0.44
C: 0.93 4.28 -0.04
C: -0.24 5.15 -0.44
C: 0.85 2.90 -0.15
C: 1.92 2.08 0.23
C: 3.07 2.68 0.72
N: 1.79 0.66 0.19
C: 2.34 0.01 -1.02
C: 2.09 -1.49 -0.89
C: 3.84 0.23 -1.17
C: 1.63 0.52 -2.28
H: 4.28 5.71 1.67
H: 5.21 4.72 0.55
H: 4.86 4.12 2.16
H: 2.17 5.93 0.53
H: -0.01 5.74 -1.32
H: -0.50 5.84 0.36
H: -1.12 4.54 -0.65
H: -0.06 2.43 -0.51
H: 3.89 2.05 1.05
H: 2.62 -1.90 -0.03
H: 2.43 -2.02 -1.78
H: 1.02 -1.71 -0.78
H: 4.38 -0.13 -0.29
H: 4.08 1.29 -1.31
H: 4.22 -0.31 -2.05
H: 0.56 0.32 -2.22
H: 2.02 0.03 -3.18
H: 1.77 1.59 -2.39
N: 3.22 -4.61 6.18
C: 2.75 -3.93 5.40
C: 2.15 -3.06 4.41
C: 2.94 -2.16 3.70
C: 2.33 -1.36 2.76
N: 1.02 -1.42 2.51
C: 0.26 -2.27 3.20
C: 0.79 -3.12 4.15
H: 4.00 -2.08 3.88
H: 2.88 -0.63 2.17
H: -0.80 -2.24 2.99
H: 0.15 -3.81 4.69

Molar mass ... 515.95 g/mol
Spin multiplicity ... 4
LUMO level (alpha / beta) ... -0.74 / -0.77 eV
Highest occupied orbital energy (alpha / beta) ... -0.2751 / -0.2726 hartree
Largest force on an atom ... 0.284 eV/Å

(2)
Formula: C42H37N6O11S6SeW
Source: OMol25
Level of theory: wB97M-V/def2-TZVPD

CARTESIAN COORDINATES (ANGSTROEM)
W: 0.38 -1.47 0.76
O: 1.67 -2.83 0.32
C: 1.75 -3.97 -0.36
C: 3.02 -4.48 -0.62
C: 3.16 -5.68 -1.29
C: 2.04 -6.40 -1.70
C: 0.78 -5.89 -1.44
C: 0.61 -4.68 -0.78
C: -0.72 -4.16 -0.57
N: -0.98 -3.03 -0.05
N: -2.34 -2.70 0.00
C: -2.46 -1.43 0.20
O: -1.43 -0.64 0.34
C: -3.80 -0.82 0.28
C: -4.95 -1.60 0.09
C: -6.20 -1.01 0.15
C: -6.32 0.35 0.40
C: -5.18 1.12 0.60
C: -3.93 0.53 0.55
H: 3.87 -3.90 -0.30
H: 4.15 -6.07 -1.49
H: 2.15 -7.34 -2.22
H: -0.11 -6.43 -1.77
H: -1.57 -4.76 -0.90
H: -4.83 -2.66 -0.12
H: -7.08 -1.62 -0.01
H: -7.30 0.81 0.45
H: -5.26 2.18 0.78
H: -3.04 1.13 0.67
C: 1.95 -0.47 -6.66
C: 1.54 0.76 -5.86
S: -0.08 1.29 -6.35
O: -1.03 0.24 -6.04
O: -0.03 1.79 -7.70
C: -0.40 2.66 -5.23
C: -1.89 2.82 -4.95
N: -2.15 3.16 -3.55
C: -2.56 2.31 -2.57
N: -2.68 2.93 -1.40
C: -2.33 4.22 -1.61
C: -1.98 4.39 -2.92
N: -1.57 5.59 -3.54
O: -1.50 6.58 -2.84
O: -1.28 5.56 -4.73
C: -2.85 0.87 -2.76
H: 2.94 -0.79 -6.34
H: 1.97 -0.27 -7.73
H: 1.25 -1.29 -6.47
H: 2.20 1.60 -6.04
H: 1.49 0.56 -4.79
H: 0.04 3.55 -5.67
H: 0.12 2.39 -4.31
H: -2.40 1.89 -5.14
H: -2.33 3.59 -5.57
H: -2.32 4.96 -0.83
H: -2.51 0.48 -3.71
H: -3.92 0.69 -2.65
H: -2.33 0.32 -1.98
S: -0.45 -2.13 2.62
S: -1.62 3.79 1.99
C: -0.82 2.33 1.49
N: -0.70 1.41 2.38
C: -1.26 1.81 3.57
C: -1.30 1.03 4.73
C: -1.89 1.56 5.86
C: -2.42 2.86 5.86
C: -2.40 3.64 4.72
C: -1.82 3.10 3.57
H: -0.46 2.22 0.47
H: -0.88 0.04 4.71
H: -1.93 0.98 6.77
H: -2.87 3.25 6.76
H: -2.82 4.63 4.71
O: 1.90 -0.71 1.64
C: 2.74 -0.60 2.77
C: 2.56 0.82 3.28
C: 2.30 1.35 4.51
C: 2.18 2.77 4.49
C: 2.37 3.28 3.25
S: 2.67 2.06 2.09
C: 2.50 -1.73 3.76
C: 2.79 -3.03 3.46
C: 2.37 -3.96 4.44
C: 1.76 -3.35 5.49
S: 1.69 -1.66 5.28
C: 4.16 -0.75 2.23
C: 5.33 -0.78 2.92
C: 6.46 -0.88 2.06
C: 6.10 -0.92 0.74
S: 4.40 -0.84 0.53
H: 2.19 0.78 5.41
H: 1.96 3.36 5.36
H: 2.32 4.32 2.94
H: 3.28 -3.31 2.53
H: 2.51 -5.03 4.37
H: 1.36 -3.80 6.39
H: 5.38 -0.73 3.99
H: 7.48 -0.92 2.40
H: 6.74 -1.00 -0.12
O: 2.51 -0.10 -2.28
Se: 0.98 0.00 -1.78
O: 0.08 0.98 -2.69
O: 0.84 0.45 -0.16
O: 0.31 -1.50 -1.54

Molar mass ... 1256.99 g/mol
Spin multiplicity ... 1
LUMO level ... 1.49 eV
Highest occupied orbital energy ... -0.2244 hartree
Total charge ... -1
Largest force on an atom ... 0.612 eV/Å

(3)
Formula: C7H11N2
Source: OMol25
Level of theory: wB97M-V/def2-TZVPD

CARTESIAN COORDINATES (ANGSTROEM)
C: 0.96 -0.48 0.29
C: 0.13 0.78 -0.19
C: -3.37 -0.23 0.07
C: -1.32 0.65 -0.25
C: -2.07 -0.57 -0.57
C: -2.37 0.46 0.84
C: 2.47 -0.35 0.23
N: 0.32 -1.45 0.74
N: 2.91 0.73 -0.63
H: 0.28 1.50 0.69
H: 0.58 0.93 -1.14
H: -4.00 0.58 -0.26
H: -4.00 -1.08 0.32
H: -1.87 1.67 -0.65
H: -1.41 -1.44 -0.47
H: 2.84 -1.46 -0.13
H: 2.78 -0.33 1.37
H: 0.68 -2.22 1.30
H: 2.76 1.71 -0.26
H: 3.69 0.60 -1.30

Molar mass ... 123.18 g/mol
Spin multiplicity ... 1
LUMO level ... -6.36 eV
Highest occupied orbital energy ... -0.4581 hartree
Total charge ... +1
Largest force on an atom ... 3.230 eV/Å

(4)
Formula: H28O14
Source: OMol25
Level of theory: wB97M-V/def2-TZVPD

CARTESIAN COORDINATES (ANGSTROEM)
H: 1.09 1.15 0.61
H: -0.02 0.42 -0.12
H: 0.17 -1.39 -2.56
H: 1.45 -1.61 -3.35
H: -3.67 2.02 0.41
H: -4.35 3.22 -0.21
H: -1.33 -2.51 -0.09
H: -1.01 -3.65 0.87
H: 1.90 -1.97 1.54
H: 1.19 -3.24 1.97
H: 3.72 0.79 0.74
H: 3.21 2.17 0.37
H: 1.29 -0.77 -5.52
H: 1.78 -0.12 -4.24
H: 0.95 3.83 -0.41
H: 1.53 3.54 -1.79
H: 1.20 -0.47 3.46
H: 2.68 -0.08 3.45
H: -1.76 -1.81 -2.64
H: -3.13 -2.20 -2.12
H: -0.72 1.26 -2.62
H: -1.25 -0.13 -2.92
H: -2.71 -2.26 2.89
H: -3.09 -1.88 1.47
H: 0.82 1.96 5.11
H: 1.80 1.88 3.95
H: -0.72 1.53 1.81
H: -1.72 1.71 0.68
O: 0.88 0.74 -0.24
O: 0.92 -0.92 -2.94
O: -4.22 2.28 -0.34
O: -0.68 -3.20 0.08
O: 1.04 -2.30 1.80
O: 2.94 1.36 0.82
O: 1.94 -0.14 -5.19
O: 0.79 3.32 -1.21
O: 1.81 0.22 3.74
O: -2.23 -2.53 -2.20
O: -0.89 0.41 -2.21
O: -3.09 -2.63 2.09
O: 1.65 1.55 4.84
O: -0.77 1.68 0.86

Molar mass ... 252.21 g/mol
Spin multiplicity ... 1
LUMO level ... -0.25 eV
Highest occupied orbital energy ... -0.2937 hartree
Largest force on an atom ... 10.879 eV/Å

(5)
Formula: C27H18F3N6O2RuS2
Source: OMol25
Level of theory: wB97M-V/def2-TZVPD

CARTESIAN COORDINATES (ANGSTROEM)
Ru: -0.21 0.14 -0.15
C: -0.22 4.99 -0.21
C: -0.67 3.56 -0.05
S: 0.60 2.35 0.06
C: -1.92 3.13 0.00
C: -3.15 3.98 -0.09
S: -2.21 1.39 0.12
H: 0.87 5.04 -0.26
H: -0.54 5.61 0.63
H: -0.61 5.44 -1.13
H: -2.90 5.04 -0.03
H: -3.84 3.75 0.73
H: -3.69 3.80 -1.02
C: 4.67 0.97 -0.60
C: 5.16 -0.30 -0.33
C: 4.27 -1.35 -0.22
C: 2.90 -1.12 -0.37
N: 2.43 0.12 -0.59
C: 3.30 1.12 -0.72
C: 1.89 -2.19 -0.26
C: 2.32 -3.53 -0.27
C: 1.42 -4.57 -0.14
C: 0.07 -4.26 0.00
C: -0.36 -2.94 -0.01
C: 0.52 -1.85 -0.16
H: 5.33 1.82 -0.70
H: 6.22 -0.47 -0.21
H: 4.64 -2.35 -0.02
H: 2.86 2.09 -0.93
H: 3.37 -3.76 -0.40
H: 1.76 -5.59 -0.16
H: -0.66 -5.05 0.11
H: -1.41 -2.74 0.08
N: -0.20 -0.16 7.28
C: -0.19 -0.13 6.13
C: -0.17 -0.11 4.68
C: -1.32 -0.41 3.96
C: -1.26 -0.37 2.57
N: -0.14 -0.03 1.92
C: 0.96 0.25 2.62
C: 0.99 0.22 4.00
H: -2.24 -0.69 4.45
H: -2.11 -0.62 1.95
H: 1.83 0.51 2.04
H: 1.90 0.46 4.53
F: -5.67 -2.34 -1.34
C: -4.55 -2.33 -0.60
F: -4.11 -3.62 -0.58
F: -4.93 -2.05 0.67
C: -3.43 -1.37 -1.13
O: -3.57 -0.96 -2.27
O: -2.53 -1.21 -0.27
N: -0.29 0.23 -2.19
C: -0.31 0.28 -3.34
C: -0.25 0.38 -4.75
C: 0.04 1.62 -5.35
N: 0.29 2.63 -5.86
C: -0.42 -0.76 -5.56
N: -0.53 -1.68 -6.26

Molar mass ... 680.68 g/mol
Spin multiplicity ... 2
LUMO level (alpha / beta) ... 3.89 / 3.89 eV
Highest occupied orbital energy (alpha / beta) ... -0.0545 / -0.0518 hartree
Total charge ... -2
Largest force on an atom ... 0.721 eV/Å

(6)
Formula: C19H23ClN2O5
Source: OMol25
Level of theory: wB97M-V/def2-TZVPD

CARTESIAN COORDINATES (ANGSTROEM)
C: -5.66 -1.48 -2.92
O: -5.02 -0.39 -2.30
C: -5.05 -0.32 -0.95
C: -5.66 -1.24 -0.11
C: -5.62 -1.06 1.26
Cl: -6.40 -2.23 2.28
C: -4.98 0.02 1.82
C: -4.37 0.95 0.99
C: -4.39 0.80 -0.38
O: -3.83 1.65 -1.29
C: -3.11 2.76 -0.82
C: -1.84 2.39 -0.12
C: -1.18 1.20 0.01
C: -0.04 1.53 0.79
C: 0.93 0.51 1.27
O: 0.50 -0.62 1.48
N: 2.22 0.86 1.46
C: 2.77 2.16 1.19
C: 3.15 -0.19 1.79
C: 4.17 -0.45 0.67
C: 4.96 -1.74 0.94
C: 5.89 -2.03 -0.23
C: 5.07 -2.07 -1.52
C: 4.29 -0.76 -1.65
O: 3.45 -0.54 -0.55
N: -0.05 2.81 1.08
O: -1.16 3.35 0.52
H: -5.21 -2.44 -2.62
H: -6.73 -1.50 -2.71
H: -5.51 -1.34 -3.99
H: -6.17 -2.10 -0.51
H: -4.95 0.15 2.89
H: -3.86 1.79 1.45
H: -3.72 3.39 -0.16
H: -2.87 3.34 -1.72
H: -1.45 0.23 -0.36
H: 3.57 2.35 1.91
H: 3.19 2.20 0.18
H: 2.01 2.92 1.30
H: 2.56 -1.10 1.95
H: 3.69 0.07 2.71
H: 4.88 0.39 0.60
H: 5.52 -1.63 1.87
H: 4.25 -2.56 1.05
H: 6.41 -2.98 -0.08
H: 6.65 -1.24 -0.30
H: 5.72 -2.19 -2.39
H: 4.37 -2.90 -1.48
H: 3.63 -0.79 -2.52
H: 4.99 0.08 -1.76

Molar mass ... 394.86 g/mol
Spin multiplicity ... 1
LUMO level ... 0.81 eV
Highest occupied orbital energy ... -0.3031 hartree
SMILES ... COc1cc(Cl)ccc1OCc1cc(C(=O)N(C)C[C@H]2CCCCO2)no1
Largest force on an atom ... 1.126 eV/Å

(7)
Formula: C26H24Br4N4O4PdS
Source: OMol25
Level of theory: wB97M-V/def2-TZVPD

CARTESIAN COORDINATES (ANGSTROEM)
Pd: -0.97 0.58 0.07
C: 4.54 -1.66 5.86
C: 3.69 -1.50 4.63
C: 2.47 -0.82 4.69
C: 1.68 -0.68 3.57
C: 2.12 -1.22 2.37
C: 3.34 -1.89 2.27
C: 4.11 -2.02 3.41
S: 1.12 -1.05 0.96
O: 1.79 -1.66 -0.16
O: -0.25 -1.49 1.23
N: 0.83 0.54 0.75
C: 1.71 1.42 0.09
C: 3.07 1.49 0.25
C: 3.80 2.51 -0.41
C: 3.18 3.43 -1.21
C: 1.78 3.37 -1.40
C: 1.05 4.26 -2.22
C: -0.30 4.10 -2.36
C: -0.95 3.04 -1.70
N: -0.29 2.20 -0.93
C: 1.07 2.35 -0.76
H: 4.09 -1.19 6.73
H: 5.53 -1.23 5.70
H: 4.69 -2.72 6.08
H: 2.14 -0.41 5.64
H: 0.74 -0.15 3.62
H: 3.66 -2.30 1.33
H: 5.05 -2.55 3.35
H: 3.59 0.80 0.90
H: 4.87 2.55 -0.27
H: 3.75 4.21 -1.70
H: 1.56 5.07 -2.72
H: -0.89 4.76 -2.98
H: -2.01 2.88 -1.80
Br: -7.72 1.30 2.86
C: -6.20 1.13 1.80
C: -6.36 1.13 0.31
Br: -8.05 1.38 -0.38
C: -5.30 0.98 -0.53
Br: -5.43 0.98 -2.39
C: -3.98 0.84 0.02
O: -2.98 0.69 -0.67
C: -3.80 0.89 1.55
O: -2.66 0.82 1.95
C: -4.99 1.03 2.38
Br: -4.68 1.03 4.21
N: -1.03 -2.92 -4.22
C: -1.11 -3.51 -2.83
C: -1.48 -2.39 -1.86
N: -0.57 -1.26 -1.93
C: -0.45 -0.72 -3.27
C: -0.05 -1.78 -4.30
H: -1.95 -2.59 -4.50
H: -0.77 -3.65 -4.90
H: -0.12 -3.92 -2.61
H: -1.84 -4.31 -2.86
H: -1.47 -2.79 -0.85
H: -2.50 -2.04 -2.07
H: 0.35 -1.52 -1.56
H: 0.30 0.07 -3.29
H: -1.40 -0.27 -3.56
H: 0.93 -2.20 -4.07
H: -0.05 -1.41 -5.32

Molar mass ... 914.61 g/mol
Spin multiplicity ... 1
LUMO level ... -7.48 eV
Highest occupied orbital energy ... -0.4783 hartree
Total charge ... +2
Largest force on an atom ... 0.507 eV/Å

Asked for calculated total energy across the records above, the calculation gives -86666.9166, -207801.5899, -10403.3449, -29112.7559, -73733.4372, -45814.4682, -335971.6776 eV in order.